one.
Computed, not measured: the molecule C21H27N3O4, with ωB97M-V with the def2-TZVPD basis set.

Output
* E_HOMO: -8.266 eV
* multiplicity: 1
* orbital gap: 0.326 Ha

Each line ends with the Mulliken charge.
Cartesian coordinates (Å):
C1 -0.65220 -2.82336 -2.53287  -0.872
H1 -0.80896 -2.51703 -3.56611  0.256
O1 0.45559 -2.08468 -2.08048  -0.430
C2 0.90571 -2.30142 -0.80804  0.372
C3 2.05337 -1.59087 -0.44782  0.243
C4 2.58114 -1.69556 0.82645  0.915
C5 1.95027 -2.53346 1.74483  -0.970
C6 0.83015 -3.25244 1.38491  -0.768
C7 0.29680 -3.14527 0.11010  -0.540
H2 -0.58739 -3.70759 -0.14365  0.420
H3 0.35260 -3.90336 2.10259  0.374
H4 2.34736 -2.62072 2.74532  0.417
C8 3.82155 -0.96273 1.27026  -1.157
H5 4.66278 -1.66262 1.26004  0.424
H6 3.67338 -0.64833 2.30690  0.428
C9 4.20646 0.26116 0.44258  -1.072
N1 3.11090 1.19772 0.35877  -0.012
C10 2.76039 1.78837 -0.79498  0.412
O2 3.40596 1.70735 -1.82175  -0.698
C11 1.45482 2.57449 -0.70586  -1.198
H7 1.24528 2.98633 -1.69288  0.442
H8 1.57730 3.39416 0.00458  0.291
C12 0.27405 1.65406 -0.29910  1.890
N2 -0.86364 1.89371 -1.16367  0.246
C13 -1.65641 3.01567 -0.72757  -0.848
C14 -2.20774 2.84116 0.69203  -0.495
N3 -1.13606 2.41769 1.56361  0.029
C15 0.00747 1.82242 1.19236  0.389
O3 0.83143 1.47816 2.02937  -0.824
H9 -1.28840 2.48294 2.56137  0.336
H10 -3.01512 2.09963 0.70200  0.142
H11 -2.61229 3.78854 1.06129  0.473
H12 -1.01124 3.89924 -0.75201  0.347
H13 -2.47904 3.16824 -1.42818  0.425
C16 -1.58747 0.70647 -1.57603  -1.493
C17 -2.30672 -0.04478 -0.49468  0.204
C18 -1.88102 -0.68187 0.63338  1.176
C19 -3.04418 -1.18910 1.26764  -1.657
C20 -4.10062 -0.83135 0.48640  0.415
O4 -3.65925 -0.13194 -0.58530  -0.413
C21 -5.56117 -1.07589 0.61851  -1.365
H14 -5.75740 -1.62460 1.53454  0.369
H15 -5.92912 -1.65330 -0.22904  0.288
H16 -6.10672 -0.13301 0.64223  0.303
H17 -3.08036 -1.74737 2.18056  0.521
H18 -0.87435 -0.79000 0.98088  0.934
H19 -0.85776 0.05001 -2.05993  0.402
H20 -2.32626 1.00860 -2.32339  0.313
H21 0.59305 0.61741 -0.44809  -1.651
H22 2.48219 1.25644 1.15684  0.304
H23 5.07436 0.74345 0.91091  0.348
H24 4.48682 -0.00997 -0.57888  0.505
H25 2.50542 -0.96635 -1.20156  0.416
H26 -1.55156 -2.59997 -1.94852  0.267
H27 -0.45640 -3.89987 -2.50137  0.426

two.
Computed, not measured: the molecule C21H27N3O4, with ωB97M-V with the def2-TZVPD basis set.

Output
* E_HOMO: -7.795 eV
* multiplicity: 1
* orbital gap: 0.298 Ha

Each line ends with the Mulliken charge.
Cartesian coordinates (Å):
C1 -7.63500 -1.76014 0.70524  -1.266
C2 -6.72179 -1.81016 -0.67090  -0.331
H1 -7.33880 -1.47306 -1.56035  0.273
H2 -6.36507 -2.82124 -0.82076  0.380
O1 -5.81993 -0.99382 -0.82224  -0.254
C3 -4.74736 -1.23562 0.01981  0.306
O2 -4.59669 -2.35250 0.65373  -0.628
C4 -3.76591 -0.03642 -0.19666  0.490
C5 -2.52457 0.05839 0.38243  0.945
C6 -1.95161 1.27785 0.15798  0.406
C7 -3.04596 2.18686 -0.51564  -0.839
N1 -4.12831 1.23566 -0.78967  -0.042
H3 -4.87307 1.15355 -1.26526  -0.058
C8 -2.96313 3.45526 -1.04430  -1.381
H4 -3.99494 3.77791 -1.17914  0.347
H5 -2.38518 3.95312 -0.36317  0.441
H6 -2.60233 3.21338 -2.06380  0.260
C9 -0.76172 1.91368 0.68888  1.026
O3 -0.62847 3.04768 1.28034  -0.777
N2 0.39875 1.47890 0.26264  0.193
C10 0.50994 0.39750 -0.94468  -1.004
H7 -0.54053 0.08107 -0.93380  0.316
C11 1.49833 -0.58660 -0.30932  -0.477
N3 2.71334 -0.05357 0.14470  0.397
C12 3.91920 -0.73323 -0.27710  0.822
C13 3.94658 -2.27043 -0.02131  0.130
C14 5.01911 -3.25313 -0.08882  -1.293
C15 6.28027 -2.30024 -0.20658  -0.473
C16 6.25166 -1.11356 -0.08918  -0.677
C17 5.22626 -0.33199 -0.07299  0.517
O4 5.21795 1.18843 -0.25466  -0.362
C18 6.40702 1.70555 -0.50457  -1.051
H8 7.14488 1.59574 0.48663  0.319
H9 6.90920 1.29697 -1.32875  0.390
H10 6.16800 2.72634 -0.42746  0.312
H11 7.34632 -0.41764 -0.24489  0.132
H12 7.17175 -3.04651 -0.39974  0.227
H13 4.92625 -4.12461 0.20037  0.571
H14 2.88930 -2.74052 0.09594  0.158
C19 2.50955 1.01116 1.11801  -0.310
H15 3.67767 1.22278 1.43388  0.177
C20 1.56283 2.06882 0.77578  -2.243
H16 1.41887 2.68540 1.35423  1.383
H17 2.11372 2.35247 -0.29752  0.223
H18 2.08695 0.48108 1.85383  0.608
H19 1.80272 -1.48561 -1.18497  0.303
H20 1.13247 -1.32119 0.54113  0.347
H21 1.11673 0.69894 -1.72473  0.478
C21 -1.75879 -0.92736 1.16856  -1.501
H22 -2.63399 -1.44520 1.97484  0.273
H23 -0.95999 -0.53670 1.81924  0.395
H24 -1.34779 -1.74328 0.56570  0.276
H25 -8.30780 -2.42083 0.46552  0.478
H26 -8.03609 -0.85110 0.87272  0.383
H27 -6.93076 -2.07820 1.58083  0.291

Name the least stable of them. two.

one.
Computed, not measured: a cluster of 5 separate species, CH11O5 in total, with ωB97M-V with the def2-TZVPD basis set.

Output
* E_HOMO: -4.187 eV
* total charge: -1
* multiplicity: 1
* orbital gap: 0.298 Ha

Each line ends with the Mulliken charge.
Cartesian coordinates (Å):
C1 -1.27943 0.84519 -0.29711  -0.803
O1 -1.08008 -0.54515 -0.15543  -1.010
H1 -0.28848 1.34772 -0.31503  0.339
H2 -1.79266 1.15888 -1.22314  0.324
H3 -1.70854 1.19876 0.65588  0.254
H4 -3.91170 -0.76702 0.90502  0.288
H5 -3.02795 -0.65466 -0.30093  0.350
O2 -3.94212 -0.43685 0.00591  -0.679
H6 0.53776 -0.53022 -1.33194  0.364
H7 1.68559 -1.05787 -0.57139  0.341
O3 1.50272 -0.71099 -1.45030  -0.708
H8 1.01637 0.38032 1.69879  0.315
H9 0.25181 -0.45323 0.81171  0.313
O4 0.89146 -0.57816 1.60458  -0.689
H10 3.46854 0.41231 0.43152  0.321
H11 3.06499 1.48300 -0.55334  0.342
O5 3.66735 1.32744 0.16002  -0.661

two.
Computed, not measured: a cluster of 5 separate species, CH11O5 in total, with ωB97M-V with the def2-TZVPD basis set.

Output
* E_HOMO: -4.581 eV
* total charge: -1
* multiplicity: 1
* orbital gap: 0.315 Ha

Each line ends with the Mulliken charge.
Cartesian coordinates (Å):
C1 -0.81616 0.53030 -1.25850  -0.843
O1 0.04050 -0.21979 -0.46445  -0.780
H1 -1.86223 0.41461 -0.91431  0.255
H2 -0.57685 1.58784 -1.10625  0.309
H3 -0.71337 0.25068 -2.31830  0.201
H4 0.33795 2.11862 0.41188  0.321
H5 -1.08018 2.02590 0.83663  0.350
O2 -0.28908 2.55378 1.00704  -0.678
H6 -0.82505 -0.33451 1.05173  0.369
H7 -1.28578 -0.17426 2.48709  0.287
O3 -1.64629 -0.17044 1.59711  -0.695
H8 2.86621 -0.79350 -0.29296  0.285
H9 1.73362 0.08409 -0.38423  0.410
O4 2.72805 0.15004 -0.45352  -0.723
H10 0.24408 -1.80474 -0.68826  0.374
H11 -0.88082 -2.82964 -0.66461  0.274
O5 0.07251 -2.79358 -0.52460  -0.715

Name the least stable of them. one.

one.
Computed, not measured: the molecule C20H25N3O4S, with ωB97M-V with the def2-TZVPD basis set.

Output
* E_HOMO: -9.011 eV
* multiplicity: 1
* orbital gap: 0.355 Ha

Each line ends with the Mulliken charge.
Cartesian coordinates (Å):
C1 8.15952 1.89210 0.78797  -1.036
C2 7.99885 0.53065 0.11949  -0.418
H1 8.90273 0.28556 -0.44472  0.309
H2 7.83318 -0.25705 0.86384  0.340
O1 6.97015 0.52154 -0.85505  -0.448
C3 5.67257 0.47838 -0.47985  0.799
C4 5.20911 0.33319 0.82754  -0.140
C5 3.84740 0.28066 1.07304  -0.681
C6 2.95085 0.37504 0.02951  -0.493
C7 3.39419 0.51927 -1.27406  -0.362
C8 4.74632 0.57085 -1.52808  -0.849
H3 5.12571 0.68278 -2.53115  0.421
H4 2.66832 0.59591 -2.06692  0.426
S1 1.19835 0.28477 0.33586  1.575
O2 0.52088 1.33142 -0.37698  -0.773
O3 0.98034 0.20465 1.75600  -0.701
N1 0.83753 -1.15597 -0.45799  0.195
C9 -0.48044 -1.19182 -1.04834  -1.559
H5 -0.61774 -0.24326 -1.56876  0.557
C10 -1.55687 -1.39430 0.02901  1.175
C11 -2.92587 -1.36950 -0.63240  -0.243
O4 -3.54155 -2.36554 -0.94918  -0.691
N2 -3.37413 -0.11754 -0.87814  -0.061
H6 -2.82884 0.67443 -0.57494  0.265
C12 -4.64953 0.14152 -1.50567  -1.073
C13 -5.64083 0.75582 -0.55343  0.811
C14 -6.46014 1.80985 -0.93760  -0.471
C15 -7.35968 2.32353 -0.01620  -0.314
N3 -7.47887 1.86816 1.21813  -0.620
C16 -6.69876 0.86529 1.58450  -0.429
C17 -5.76943 0.27412 0.74485  -0.165
H7 -5.15973 -0.54911 1.08422  0.368
H8 -6.82960 0.52012 2.60170  0.361
H9 -8.01602 3.14361 -0.27695  0.355
H10 -6.40050 2.22017 -1.93453  0.356
H11 -4.51231 0.78788 -2.37873  0.432
H12 -5.02232 -0.83363 -1.84072  0.327
H13 -1.47253 -0.56705 0.74256  0.410
C18 -1.28217 -2.71778 0.74302  -1.033
C19 0.11560 -2.68561 1.35724  -0.584
C20 1.16431 -2.35039 0.29421  -0.872
H14 2.13920 -2.17917 0.75568  0.364
H15 1.25542 -3.17251 -0.42382  0.453
H16 0.35467 -3.64972 1.80854  0.456
H17 0.15318 -1.91848 2.13186  0.337
H18 -1.36804 -3.53194 0.02004  0.288
H19 -2.03011 -2.88374 1.52015  0.454
H20 -0.51416 -2.01153 -1.77255  0.305
H21 3.46616 0.17476 2.07673  0.505
H22 5.89117 0.25768 1.65897  0.368
H23 7.25772 2.17264 1.32636  0.340
H24 8.99199 1.86040 1.48524  0.353
H25 8.35864 2.65028 0.03505  0.309

two.
Computed, not measured: the molecule C20H25N3O4S, with ωB97M-V with the def2-TZVPD basis set.

Output
* E_HOMO: -8.489 eV
* multiplicity: 1
* orbital gap: 0.334 Ha

Each line ends with the Mulliken charge.
Cartesian coordinates (Å):
C1 5.08311 1.00086 1.00572  -1.052
H1 5.09286 1.86141 1.68097  0.378
O1 3.87182 0.29191 1.08898  -0.329
C2 2.70618 0.96551 0.86604  0.436
C3 2.62563 2.27146 0.40015  -0.569
C4 1.39230 2.86932 0.19386  -1.103
C5 0.22455 2.16053 0.41672  0.346
C6 0.29628 0.85496 0.89659  -0.149
C7 1.51867 0.25072 1.13529  1.086
O2 1.62573 -0.96537 1.77642  -0.591
C8 1.46827 -2.19569 1.08980  0.068
C9 0.02028 -2.47742 0.63362  -0.217
C10 -0.11830 -2.43195 -0.88884  -1.109
N1 0.69143 -1.37576 -1.45545  0.254
C11 0.10056 -0.30965 -2.02756  1.117
O3 -1.11550 -0.17380 -2.01765  -0.786
C12 1.00344 0.69260 -2.70571  -1.362
H2 1.57679 1.24978 -1.96755  0.234
H3 1.68641 0.19683 -3.39139  0.402
H4 0.38022 1.39171 -3.25689  0.360
C13 2.11929 -1.54865 -1.30993  -1.018
H5 2.58902 -0.56976 -1.21616  0.533
C14 2.45114 -2.39400 -0.07356  -1.204
H6 2.43878 -3.45496 -0.32888  0.531
H7 3.45336 -2.13724 0.26913  0.477
H8 2.53300 -2.03932 -2.20329  0.421
H9 -1.15411 -2.23957 -1.17346  0.551
H10 0.20025 -3.38290 -1.32989  0.342
H11 -0.29160 -3.46093 0.98636  0.451
H12 -0.63850 -1.74020 1.08844  -0.304
H13 1.73890 -2.91201 1.87512  0.382
H14 -0.62126 0.33783 1.13096  0.750
C15 -1.11968 2.80396 0.27039  -0.276
O4 -1.38781 3.88227 0.76832  -0.717
N2 -1.99222 2.07003 -0.44438  0.041
H15 -1.70421 1.20281 -0.88555  0.141
C16 -3.40798 2.32760 -0.43732  -0.877
C17 -4.13648 1.09596 0.01002  -0.021
C18 -5.41434 0.75348 -0.30456  -0.479
S1 -5.83577 -0.75385 0.41132  -0.206
C19 -4.21772 -0.82102 1.09276  0.582
N3 -3.49062 0.19085 0.79589  -0.152
C20 -3.77853 -1.97462 1.91218  -1.170
H16 -2.91483 -1.69041 2.50785  0.273
H17 -3.50105 -2.80854 1.26644  0.261
H18 -4.58151 -2.30492 2.56723  0.457
H19 -6.12314 1.28855 -0.90249  0.452
H20 -3.58038 3.15767 0.25830  0.464
H21 -3.76332 2.62524 -1.43095  0.354
H22 1.33655 3.89310 -0.14244  0.474
H23 3.52219 2.83977 0.20754  0.427
H24 5.28471 1.33869 -0.01703  0.392
H25 5.85713 0.29715 1.30847  0.253

Name the least stable of them. one.

one.
Computed, not measured: the molecule C4H6INS, with ωB97M-V with the def2-TZVPD basis set.

Output
* E_HOMO: -8.164 eV
* multiplicity: 1
* orbital gap: 0.289 Ha

Each line ends with the Mulliken charge.
Cartesian coordinates (Å):
C1 0.95649 -2.25113 -0.99303  -0.485
C2 -0.45016 -0.59996 -0.07764  -0.108
C3 0.25255 0.55090 -0.14605  0.401
C4 -0.37842 1.88673 -0.11012  -1.232
N1 -0.00666 -1.92669 -0.26324  -0.412
S1 2.63509 -1.50932 1.02680  -0.431
I1 2.35054 0.61788 0.15884  0.434
H1 1.15668 -1.76252 -1.90611  0.290
H2 1.25192 -3.24615 -1.04548  0.281
H3 -1.59840 -0.61002 -0.03674  0.290
H4 -1.16890 1.94481 -0.81022  0.334
H5 0.42233 2.60007 -0.39969  0.367
H6 -0.83102 2.21361 0.79479  0.272

two.
Computed, not measured: a structure of composition C4H6INS, with ωB97M-V with the def2-TZVPD basis set.

Output
* E_HOMO: -7.675 eV
* multiplicity: 1
* orbital gap: 0.277 Ha

Each line ends with the Mulliken charge.
Cartesian coordinates (Å):
C1 -0.07674 1.50276 -1.14579  -0.274
C2 -0.45148 0.10808 -0.71438  0.332
C3 1.74053 -0.39156 1.34441  -0.782
C4 -1.47468 -0.87268 -0.77313  -1.157
N1 0.77318 1.82096 -0.20190  -0.499
S1 0.32141 0.58491 0.93240  0.252
I1 -3.59633 -0.48812 0.26369  -0.212
H1 -0.33917 2.02891 -1.99066  0.439
H2 1.71166 -0.63146 2.47215  0.298
H3 2.60862 0.18346 1.09808  0.326
H4 1.65261 -1.26561 0.79194  0.310
H5 -1.12501 -1.65231 -0.26426  0.501
H6 -1.74457 -0.92733 -1.81255  0.465

Name the least stable of them. two.